The following is a quantum chemistry calculation of a structure of composition C39H61CaF18N7O13S6, from the OMol25 dataset.

Computed properties:
E = -7747.21524 a.u.
F_max = 10.0 eV/Å
HOMO energy (alpha / beta) = -14.55 / -14.55 eV
2S+1 = 2
charge = +3
expectation value of S² = 0.764

Geometry as XYZ:
```
145
Properties=species:S:1:pos:R:3:mulliken_charge:R:1
Ca -1.66143 26.44258 -8.42238 2.16
C 1.90009 24.39314 -8.68191 -0.72
C 1.00563 24.56437 -7.44917 2.26
C 1.69262 24.26725 -6.09937 0.13
O 0.34201 25.78763 -7.36075 0.48
H 1.24069 24.20816 -9.52990 0.14
H 2.54077 23.51169 -8.70815 -0.22
H 2.55047 25.25457 -8.83371 0.02
H 0.28091 23.76479 -7.60267 -1.58
H 1.12435 23.96831 -5.21857 -0.55
H 2.31757 25.12665 -5.85652 -0.20
H 2.36505 23.42069 -6.23817 -0.09
C 0.76427 20.90159 -4.46141 -1.39
C 0.82701 20.02946 -5.76038 -0.12
C 2.12252 20.20149 -6.55761 -0.75
N 2.26793 19.41432 -7.91585 0.43
C 1.25332 19.89877 -8.96722 -0.07
C 1.61167 19.40806 -10.38121 -1.01
C 3.05441 19.67854 -10.80853 -0.39
C 4.09857 19.18091 -9.77811 -0.89
C 3.69553 19.65602 -8.34725 -0.44
C 2.20488 17.87961 -7.69146 -0.85
H 1.03590 20.35779 -3.55664 0.45
H -0.17985 21.44167 -4.39038 0.29
H 1.34664 21.82294 -4.45518 0.33
H -0.09904 20.09037 -6.33206 0.27
H 0.86931 18.96818 -5.51545 0.46
H 2.96620 19.84239 -5.96825 0.40
H 2.30227 21.26011 -6.74505 0.12
H 1.42909 20.97089 -8.87906 -0.16
H 0.24169 19.64412 -8.65122 0.45
H 0.96230 19.89605 -11.10806 0.53
H 1.32747 18.35750 -10.44175 0.39
H 3.28890 20.73762 -10.91542 0.06
H 3.24821 19.18176 -11.75919 0.46
H 5.11751 19.54804 -9.90086 0.48
H 4.08225 18.10273 -9.93739 0.39
H 3.76806 20.74203 -8.40569 0.07
H 4.32471 19.26794 -7.54623 0.50
H 2.46073 17.60662 -6.66769 0.33
H 2.87465 17.38419 -8.39435 0.31
H 1.17659 17.58510 -7.90121 0.36
C -6.28440 25.00860 0.63063 -1.34
C -5.14867 25.85268 0.07281 -0.38
C -4.52719 25.13395 -1.13948 -0.63
N -3.21828 25.85075 -1.84786 0.26
C -3.16475 25.19405 -3.28349 -1.36
C -1.86049 25.46672 -3.99590 1.24
C -0.61479 25.11322 -3.17423 -0.36
C -0.63869 25.81821 -1.77324 -1.03
C -1.94204 25.54619 -0.99814 -0.67
C -3.40441 27.37351 -1.93332 -0.89
H -5.95671 24.00205 0.89056 0.37
H -7.23096 24.95907 0.09241 0.36
H -6.69922 25.57102 1.46712 0.39
H -4.33333 26.11049 0.74872 0.36
H -5.50306 26.82815 -0.26030 0.34
H -5.28048 25.26684 -1.91599 0.40
H -4.29306 24.07491 -1.03120 0.42
H -3.50104 24.15722 -3.28250 0.30
H -3.98417 25.55717 -3.90379 0.56
H -1.81051 24.76438 -4.82796 -0.25
H -1.80689 26.50717 -4.31634 -0.21
H -0.83582 24.05534 -3.03231 0.23
H 0.35226 25.22480 -3.66461 0.26
H 0.26132 25.60576 -1.19619 0.53
H -0.59048 26.89817 -1.91277 0.26
H -2.03185 24.50877 -0.67595 0.44
H -1.96455 26.13393 -0.08046 0.46
H -2.57201 27.87324 -2.42879 0.18
H -3.40997 27.60984 -0.86927 0.51
H -4.36106 27.57475 -2.41544 0.34
C -0.63376 31.05940 -5.21515 -0.86
N 0.63480 30.30545 -5.30592 0.14
C 0.60232 28.97701 -5.36516 -0.80
C 1.76743 28.29023 -5.53109 -0.42
C 2.99952 28.94631 -5.63049 1.07
C 3.01101 30.35845 -5.60043 -0.68
C 1.77743 31.03666 -5.40480 -0.54
C 4.27691 28.26130 -5.79931 0.26
C 5.36267 28.49062 -4.95365 -0.78
C 6.58377 27.76250 -5.15647 -0.33
N 6.65438 26.82897 -6.13967 0.13
C 5.59801 26.53325 -6.92766 0.02
C 4.36546 27.24123 -6.78847 -0.81
C 7.87101 26.02334 -6.30824 -1.16
H -1.10464 30.98616 -6.19547 0.29
H -0.52545 32.04470 -4.76177 0.42
H -1.11633 30.38524 -4.50752 0.27
H -0.38375 28.53650 -5.36067 0.78
H 1.63754 27.21932 -5.47943 0.35
H 3.89571 30.92343 -5.85436 0.60
H 1.63663 32.09983 -5.53222 0.47
H 5.28426 29.30111 -4.24417 0.62
H 7.50289 27.82467 -4.59278 0.50
H 5.73011 25.82231 -7.72986 0.44
H 3.60573 27.10438 -7.54378 0.59
H 7.88413 25.84425 -7.38335 0.32
H 7.89536 25.10870 -5.71583 0.34
H 8.84170 26.50185 -6.17833 0.56
C -2.28745 22.19758 -7.89759 0.53
F -1.23839 22.21277 -8.69059 -0.07
F -2.98710 21.19412 -8.28203 -0.18
F -1.84325 22.03251 -6.60782 -0.22
S -3.39166 23.83708 -8.01115 0.70
O -4.75654 23.37707 -8.20417 -0.56
O -3.15558 24.53880 -6.77839 -0.47
N -2.69712 24.67502 -9.36593 -0.51
S -3.33620 23.98827 -10.57548 0.69
O -3.57598 22.51827 -10.57054 -0.56
O -4.50318 24.72183 -11.14880 -0.62
C -1.90783 24.29271 -11.88128 0.58
F -1.81074 25.62601 -12.08202 -0.21
F -0.72865 23.87894 -11.38310 -0.19
F -2.18850 23.62824 -12.96009 -0.19
C 5.88596 23.15915 -10.12597 0.60
F 4.67910 22.51181 -10.05728 -0.13
F 6.61751 22.69575 -11.11162 -0.19
F 5.60779 24.48103 -10.18101 -0.17
S 6.82812 22.77299 -8.46006 0.85
O 6.09789 23.37612 -7.35573 -0.51
O 6.87890 21.30383 -8.42210 -0.49
N 8.27651 23.70480 -8.65279 -0.12
S 9.28163 22.64401 -8.15301 0.96
O 9.13917 22.10151 -6.78539 -0.45
O 9.55762 21.64937 -9.17606 -0.38
C 10.94863 23.65177 -8.18187 0.58
F 11.24004 24.16013 -9.36405 -0.19
F 10.92122 24.68161 -7.31682 -0.20
F 11.94160 22.84649 -7.81490 -0.17
C 0.85106 28.49332 -10.64316 0.56
F 1.01894 27.24099 -10.37024 -0.14
F 2.03287 29.07017 -10.53589 -0.22
F 0.34835 28.55087 -11.89343 -0.20
S -0.38932 29.31876 -9.45552 0.29
O 0.19693 28.99240 -8.18351 -0.19
O -0.54606 30.73327 -9.86922 -0.56
N -1.74741 28.27769 -9.73104 -0.52
S -2.72016 29.26065 -10.49724 0.73
O -3.28126 30.33176 -9.68498 -0.63
O -2.29083 29.68753 -11.79793 -0.56
C -4.19809 28.04304 -10.80175 0.60
F -5.29977 28.73336 -11.01269 -0.18
F -3.91481 27.24935 -11.82122 -0.18
F -4.32600 27.22844 -9.77610 -0.19
```

---

The following is a quantum chemistry calculation of an isolated molecule of C4H6O2, from the OMol25 dataset.

Computed properties:
E = -306.44774 a.u.
SMILES = CC1OC=CO1
F_max = 1.0 eV/Å
energy above the lowest of the compared OMol25 structures with the same formula, charge and spin = 153.7 kJ/mol
HOMO energy = -8.10 eV

Geometry as XYZ:
```
12
Properties=species:S:1:pos:R:3:mulliken_charge:R:1
C -1.16170 -1.16936 -0.07506 -1.13
C -0.00558 -0.45756 0.63568 0.40
O -0.32202 0.93915 0.78036 -0.37
C 0.50252 1.61757 -0.09477 -0.24
C 1.38984 0.79541 -0.59661 -0.20
O 1.19982 -0.49478 -0.12505 -0.38
H -1.32301 -0.65096 -1.01207 0.27
H -2.05812 -1.11372 0.57341 0.31
H -0.90574 -2.21045 -0.24619 0.33
H 0.13877 -0.86604 1.65698 0.26
H 0.31422 2.65131 -0.23965 0.39
H 2.23101 0.95943 -1.25702 0.36
```

---

The following is a quantum chemistry calculation of a structure of composition C8H8DyN2O5S, from the OMol25 dataset.

Computed properties:
E = -2077.45171 a.u.
F_max = 7.2 eV/Å
HOMO energy (alpha / beta) = -20.22 / -20.22 eV
2S+1 = 6
charge = +3
expectation value of S² = 9.323

Geometry as XYZ:
```
25
Properties=species:S:1:pos:R:3:mulliken_charge:R:1
O -0.00256 -0.00454 -3.36012 -0.03
C 0.00056 0.00054 -2.20149 0.38
Dy 0.00495 0.00530 0.37983 0.18
O 2.18805 -2.80348 -0.06526 0.00
C 1.48299 -1.88689 -0.01548 0.40
C -1.48546 1.90279 0.00851 0.32
O -2.20380 2.80768 -0.05309 0.00
C -1.88072 -1.47186 -0.03430 0.44
O -2.77796 -2.18067 -0.06206 0.02
C 1.91605 1.50181 0.02398 0.42
O 2.82031 2.20846 -0.05356 0.00
C 0.09927 2.67296 5.00017 -1.02
N 0.08430 2.06330 3.66001 -0.15
C 0.61866 0.80901 3.51478 0.37
S -0.37477 -0.53966 2.97634 -0.10
N 1.90397 0.56132 3.80793 -0.12
C 2.88700 1.45952 4.41354 -0.85
H 0.51933 1.98534 5.73730 0.39
H -0.92477 2.91711 5.28535 0.36
H 0.68699 3.59022 4.96784 0.37
H -0.83590 2.14702 3.20980 0.29
H 2.17434 -0.41788 3.67412 0.29
H 3.08266 1.15062 5.44370 0.36
H 3.81570 1.36887 3.85108 0.34
H 2.55020 2.49273 4.39199 0.37
```